DFT (ωB97M-V/def2-TZVPD) results for a structure of composition C54H72BN6S4Sb3Tl.

The geometry in ORCA input format:
```
! wB97M-V def2-TZVPD RIJCOSX def2/J DEFGRID3
* xyz -1 1
Tl 0.30873 0.05019 0.72084
C 2.19396 2.21441 4.12452
C 2.70585 2.20179 2.68101
C 4.16723 2.64157 2.59960
C 1.83095 3.05272 1.81077
C 1.78130 4.44998 1.68876
C 0.76874 4.70072 0.77813
C 0.31282 6.04231 0.28105
C 0.05624 6.99104 1.45432
C 1.35800 6.62567 -0.67681
N 0.26124 3.50888 0.39202
N 0.91186 2.51026 1.02604
B -0.91458 3.20972 -0.58026
N -0.40466 2.36578 -1.77745
N 0.43283 1.33189 -1.53822
C 0.90965 0.91066 -2.70350
C 0.35105 1.68381 -3.73244
C -0.47249 2.60290 -3.10638
C -1.35089 3.58322 -3.83884
C -1.19745 5.05573 -3.43445
C -2.80960 3.11479 -3.77323
C 1.89615 -0.21653 -2.79983
C 1.17718 -1.56387 -2.89784
C 2.83524 -0.02822 -3.98803
N -2.05454 2.52428 0.22083
N -1.81896 1.45874 1.01895
C -2.89085 1.27531 1.78256
C -3.85018 2.24975 1.47604
C -3.28510 3.02254 0.47600
C -3.92683 4.19048 -0.21640
C -5.26226 3.77259 -0.84103
C -4.13449 5.34545 0.76922
C -2.93457 0.20359 2.83614
C -2.89575 -1.20026 2.22288
C -4.16031 0.34574 3.73397
H 2.77154 1.51842 4.73515
H 2.27301 3.21785 4.54962
H 1.14942 1.90197 4.15682
H 2.63569 1.17346 2.31319
H 4.29646 3.65184 2.99388
H 4.79864 1.96554 3.17937
H 4.51099 2.63179 1.56380
H 2.40020 5.17151 2.19675
H -0.62079 5.91599 -0.26838
H 0.98022 7.18364 2.00166
H -0.33477 7.94534 1.09495
H -0.66493 6.55784 2.14828
H 2.28430 6.83903 -0.14015
H 1.58404 5.91450 -1.47252
H 0.99760 7.55284 -1.12857
H -1.32758 4.23843 -0.99725
H 0.51601 1.59451 -4.79383
H -1.02712 3.51196 -4.88027
H -1.83071 5.31487 -2.58716
H -0.16309 5.27307 -3.16522
H -1.47796 5.69810 -4.27161
H -3.14350 3.05138 -2.73603
H -3.46799 3.79610 -4.31787
H -2.89496 2.12533 -4.22517
H 2.48599 -0.22197 -1.87771
H 0.47432 -1.57054 -3.73467
H 1.90553 -2.36527 -3.04183
H 0.61459 -1.75550 -1.98632
H 2.27333 -0.02877 -4.92493
H 3.37803 0.91601 -3.91368
H 3.55557 -0.84535 -4.01873
H -4.82386 2.37329 1.92008
H -3.27369 4.53739 -1.01686
H -5.96608 3.46349 -0.06688
H -5.70277 4.60456 -1.39493
H -5.12058 2.93834 -1.52925
H -4.80171 5.03699 1.57568
H -3.18448 5.65288 1.20950
H -4.57851 6.20515 0.26228
H -2.03951 0.31667 3.45823
H -3.79261 -1.39131 1.62742
H -2.02522 -1.31347 1.57734
H -2.82889 -1.95570 3.00742
H -5.07853 0.17741 3.16645
H -4.11706 -0.39421 4.53367
H -4.20700 1.33780 4.18703
S 0.80875 -2.92632 6.22372
Sb 1.96319 -3.83908 4.10891
S 0.03781 -1.39081 5.07081
S 1.46715 -1.37038 3.57425
S 0.28051 -5.07128 3.22152
C -0.31833 -5.41904 -0.38180
C 1.07049 -5.22323 -1.01107
C 2.21000 -5.07867 0.01844
Sb 2.63546 -2.99584 0.46899
C 3.90334 -2.74767 -1.27944
C 4.71117 -1.61197 -1.29870
C 5.60799 -1.38472 -2.33050
C 5.70635 -2.29604 -3.37362
C 4.90516 -3.42757 -3.37326
C 4.00662 -3.64649 -2.33478
C 4.49747 -3.26712 1.55963
C 4.83464 -2.42268 2.61415
C 6.02018 -2.59962 3.31536
C 6.89483 -3.61356 2.95616
C 6.59113 -4.43304 1.87714
C 5.40045 -4.25873 1.18733
Sb -1.22018 -3.67917 0.58039
C -3.03041 -4.73869 1.16696
C -4.27218 -4.39273 0.63605
C -5.43055 -5.03091 1.05948
C -5.36456 -6.02218 2.02703
C -4.13695 -6.36181 2.57560
C -2.97917 -5.72370 2.15173
C -2.21977 -2.84533 -1.17869
C -2.53996 -3.56292 -2.32667
C -3.23745 -2.96947 -3.37086
C -3.62258 -1.63775 -3.28586
C -3.31261 -0.90819 -2.14696
C -2.62244 -1.51347 -1.10694
H -0.24973 -6.17034 0.40671
H -1.01690 -5.78903 -1.13435
H 1.06047 -4.36819 -1.70033
H 1.27855 -6.10867 -1.62383
H 3.13573 -5.52015 -0.35410
H 1.93728 -5.58558 0.94352
H 4.64084 -0.90093 -0.47975
H 6.23345 -0.50022 -2.32212
H 6.39743 -2.11724 -4.18820
H 4.98630 -4.15504 -4.17222
H 3.38390 -4.53315 -2.35724
H 4.17012 -1.61058 2.88995
H 6.25613 -1.94766 4.14773
H 7.81641 -3.75854 3.50628
H 7.27967 -5.21135 1.57031
H 5.17847 -4.89398 0.33681
H -4.34161 -3.61451 -0.11162
H -6.38568 -4.75230 0.62954
H -6.26930 -6.51700 2.35951
H -4.07990 -7.12492 3.34277
H -2.02935 -5.97808 2.60529
H -2.25715 -4.60674 -2.40840
H -3.48991 -3.54723 -4.25261
H -4.16231 -1.17461 -4.10301
H -3.60672 0.13169 -2.06218
H -2.39878 -0.92626 -0.22061
*
```

Summary:
- frontier orbital gap (eV) = 6.6

=====

DFT (ωB97M-V/def2-TZVPD) results for a structure of composition C54H76N5O9P3RbSSi at a distorted geometry.

The geometry in ORCA input format:
```
! wB97M-V def2-TZVPD RIJCOSX def2/J DEFGRID3
* xyz -1 1
Rb 0.88300 0.31472 0.37066
C -5.20356 2.55341 -0.01146
C -4.25184 1.36390 -0.10520
C -5.04371 0.05707 -0.07232
P -2.76377 1.13275 1.05718
C -2.22135 2.85453 1.62460
C -3.10407 3.70358 2.53446
C -1.75786 3.64987 0.40890
C -3.51583 0.51488 2.60941
C -4.65497 1.05595 3.19388
C -5.12156 0.57628 4.40535
C -4.42789 -0.43238 5.05503
C -3.31476 -0.99693 4.45706
C -2.86188 -0.55868 3.21665
Si -1.45547 -1.42736 2.22225
C -0.82328 -2.61952 3.60517
C -1.34777 -3.89395 3.78980
C -1.07406 -4.64258 4.91938
C -0.28724 -4.09764 5.92025
C 0.30510 -2.86336 5.72476
C 0.08530 -2.13737 4.55528
P 1.07940 -0.66528 4.06184
C 0.71003 0.67145 5.36196
C -0.65940 1.26835 5.05551
C 0.82067 0.31263 6.84041
C 2.73096 -1.31546 4.72818
C 3.15800 -2.46713 3.82252
C 3.84483 -0.27912 4.84732
C -2.57630 -2.67755 1.26241
C -3.80705 -3.10311 1.74612
C -4.42211 -4.24035 1.25418
C -3.76224 -5.01754 0.31693
C -2.56968 -4.57562 -0.22567
C -2.00951 -3.37102 0.18970
P -0.63962 -2.50469 -0.66441
C -1.35058 -2.39038 -2.42713
C -2.05372 -1.03212 -2.49485
C -2.31134 -3.44719 -2.97266
C 0.75344 -3.74511 -0.82245
C 0.65999 -4.88173 -1.83479
C 1.03465 -4.26004 0.58394
H -5.90298 2.51523 -0.84921
H -4.67554 3.50090 -0.06615
H -5.79029 2.53184 0.90298
H -3.74340 1.43171 -1.07809
H -5.69354 0.02965 0.80046
H -4.37270 -0.79909 -0.01019
H -5.66105 -0.04718 -0.96501
H -1.32428 2.58563 2.19723
H -4.03120 3.98619 2.04539
H -2.57178 4.62323 2.78704
H -3.33233 3.17686 3.45785
H -2.60402 4.03455 -0.15578
H -1.17167 3.01381 -0.25192
H -1.14578 4.50031 0.71218
H -5.19179 1.85522 2.70732
H -6.01809 0.99754 4.84251
H -4.77961 -0.80275 6.01008
H -2.80245 -1.81060 4.95505
H -1.99976 -4.30555 3.03631
H -1.49895 -5.63248 5.03702
H -0.11465 -4.63475 6.84364
H 0.94118 -2.48336 6.51176
H 1.46314 1.44158 5.13554
H -1.44887 0.57586 5.33719
H -0.75684 1.45888 3.98795
H -0.80595 2.20288 5.60027
H 0.06255 -0.41660 7.11760
H 0.66278 1.21180 7.43986
H 1.80159 -0.08819 7.08928
H 2.55020 -1.71892 5.72837
H 3.28800 -2.12998 2.79639
H 2.40436 -3.25227 3.82672
H 4.09647 -2.90096 4.16580
H 4.24003 -0.01229 3.87265
H 4.66892 -0.69783 5.42587
H 3.50670 0.62245 5.35435
H -4.28304 -2.54255 2.53603
H -5.38451 -4.55024 1.64086
H -4.18042 -5.96440 0.00450
H -2.07112 -5.19770 -0.95367
H -0.46059 -2.36084 -3.06947
H -2.92968 -1.05012 -1.84633
H -2.38751 -0.82437 -3.51243
H -1.39888 -0.22285 -2.16602
H -3.22944 -3.47693 -2.38659
H -1.87560 -4.44125 -2.99584
H -2.57927 -3.18654 -3.99851
H 1.59537 -3.09882 -1.10521
H -0.07922 -5.62725 -1.54770
H 1.62574 -5.38408 -1.88798
H 0.42748 -4.51414 -2.83164
H 0.21137 -4.87054 0.95488
H 1.18177 -3.41373 1.25130
H 1.94138 -4.86017 0.59117
O 2.16092 3.73198 3.36622
C 2.13630 2.82154 2.37662
O 1.12825 2.25171 2.06333
C 3.49543 2.66022 1.72634
O 3.51587 1.65380 0.76476
C 3.91243 0.38883 1.26787
C 3.66164 -0.75784 0.18714
O 4.53492 -0.93058 -0.65544
O 2.60311 -1.37986 0.36282
H 1.27245 3.82916 3.74905
H 4.24934 2.51373 2.51724
H 3.72590 3.61497 1.22929
H 3.29204 0.12701 2.12872
H 4.98002 0.40888 1.54509
N 0.23212 6.49921 -6.04613
C 0.11871 5.63083 -5.29305
C -0.04240 4.57971 -4.38324
C -1.19198 3.76507 -4.40618
C -1.29841 2.74946 -3.48307
N -0.39319 2.49669 -2.53798
C 0.68196 3.28754 -2.49996
C 0.91877 4.31484 -3.38716
H -1.97227 3.95824 -5.12727
H -2.16914 2.10608 -3.48482
H 1.38086 3.06538 -1.70627
H 1.81021 4.92265 -3.31340
C 1.81867 2.81794 -9.67503
C 2.36237 2.78178 -8.26376
S 2.78775 1.06044 -7.80843
O 3.53880 0.46220 -8.87961
O 1.57951 0.38300 -7.41200
C 3.82717 1.29659 -6.32958
C 3.85900 0.05814 -5.43339
N 3.78020 0.45734 -4.05297
C 2.66525 0.44557 -3.27852
N 2.84891 1.09137 -2.14735
C 4.11642 1.53648 -2.15404
C 4.73032 1.16747 -3.33722
N 6.02240 1.44342 -3.75337
O 6.71804 2.13891 -3.01180
O 6.41462 1.02095 -4.85134
C 1.40983 -0.24032 -3.65741
H 1.50855 3.82679 -9.94493
H 0.96251 2.15268 -9.75085
H 2.58129 2.47563 -10.37148
H 1.62671 3.10004 -7.53014
H 3.27234 3.36761 -8.16807
H 3.34517 2.12524 -5.81243
H 4.82005 1.59028 -6.65656
H 4.78115 -0.50145 -5.59884
H 2.99702 -0.57461 -5.65731
H 4.54534 2.08616 -1.34291
H 1.60417 -1.28174 -3.91647
H 0.93181 0.24561 -4.51054
H 0.75560 -0.20575 -2.78999
*
```

Summary:
- frontier orbital gap (eV) = 3.7